{"formula": "C20H17ClFNO3S", "method": "wB97M-V/def2-TZVPD", "largest_force_ev_per_a": 16.6, "total_charge": 0, "e_tot_ev": -54708.4686, "homo_lumo_gap_ev": 7.71, "multiplicity": 1, "homo_energy_ev": -8.179, "elements": ["O", "C", "N", "H", "C", "C", "C", "C", "C", "C", "C", "H", "H", "F", "H", "H", "H", "H", "C", "C", "C", "C", "O", "C", "H", "H", "S", "O", "C", "C", "C", "C", "C", "C", "C", "Cl", "H", "H", "H", "H", "H", "H", "H", "H"], "coordinates": [[0.9308, -3.1310, -0.3683], [0.4577, -2.1909, -0.9543], [1.0320, -1.2487, -1.8732], [0.4270, -0.5367, -2.1348], [2.3068, -1.5889, -2.3305], [3.0150, -0.5166, -1.2980], [3.3758, -0.9047, 0.1039], [4.1066, 0.1530, 0.6195], [4.3332, 1.4208, 0.1462], [4.0443, 1.7227, -1.0435], [3.2835, 1.0461, -1.8059], [2.9305, 1.2221, -2.9240], [4.2451, 2.5812, -1.5034], [5.0513, 2.3774, 1.0579], [4.4310, -0.1388, 1.6144], [3.1746, -1.8004, 0.4323], [2.6338, -2.5965, -1.9070], [2.3662, -1.2606, -3.1636], [-0.9903, -1.7452, -0.7008], [-1.9997, -2.4074, 0.3444], [-3.1958, -1.6851, 0.1104], [-3.0374, -0.5628, -0.5216], [-1.6838, -0.6457, -1.1380], [-3.7976, 0.5437, -0.9335], [-4.5340, 0.8881, -0.6452], [-4.0807, 0.3680, -2.1100], [-2.6053, 1.7979, -1.3355], [-3.4583, 3.1973, -1.8597], [-2.4906, 2.3485, 0.5947], [-1.6306, 1.3045, 1.3002], [-2.2410, 0.7572, 2.2300], [-1.5858, -0.3486, 2.8499], [-0.2152, -0.5770, 2.6534], [0.3404, -0.0663, 1.5697], [-0.3796, 0.9616, 0.9055], [0.4721, 2.0634, -0.3682], [1.4075, -0.1508, 1.1383], [0.3022, -1.3550, 3.4339], [-2.0512, -0.8052, 3.8040], [-3.3869, 1.0041, 2.6491], [-1.7847, 3.2524, 0.6221], [-3.5461, 2.6284, 1.1243], [-4.1449, -1.8980, 0.7867], [-1.8276, -3.4774, 0.8282]], "forces_ev_per_a": [[0.6, 0.2, -0.6], [-2.3, 3.9, -1.4], [-2.7, -6.0, 3.3], [-0.7, 1.6, -1.0], [1.8, -0.6, 13.6], [1.4, 1.5, -0.5], [0.4, 7.4, -8.5], [0.1, -0.9, 3.9], [3.4, -1.4, 8.7], [-0.1, 4.2, -3.1], [-4.8, -10.5, -4.2], [1.1, 0.0, 2.7], [1.5, 4.1, -1.0], [-1.7, -2.4, -2.5], [0.5, 0.9, 0.3], [-0.6, -4.6, 2.1], [-0.7, 1.1, -1.6], [1.8, 2.9, -11.0], [-5.2, -2.6, 5.2], [4.2, -0.8, -4.3], [-2.6, -2.8, 5.3], [3.9, -1.4, -2.0], [-0.4, -0.2, 0.3], [11.3, -4.5, -11.2], [-12.7, 5.5, 6.4], [0.2, -0.1, 2.3], [-2.8, 7.7, 1.6], [2.4, -4.9, 1.2], [1.5, 1.7, -0.7], [0.3, 6.0, -7.1], [-5.8, -6.9, 9.3], [-0.5, 0.9, 3.5], [-1.5, -4.1, 4.1], [3.4, 3.8, -4.4], [2.8, -0.1, -0.7], [-1.0, -1.7, 1.6], [-1.8, -0.3, 1.3], [-1.1, 2.0, -2.4], [0.6, 0.6, -1.9], [3.3, -0.6, -1.5], [-1.6, -0.7, -0.7], [2.6, -1.0, -1.8], [2.0, 0.5, -1.8], [-0.5, 2.8, -1.0]], "nbo_charge": [-0.585, 0.643, -0.603, 0.424, -0.234, 0.093, -0.281, -0.229, 0.369, -0.334, -0.187, 0.229, 0.242, -0.370, 0.228, 0.225, 0.248, 0.180, 0.197, -0.250, -0.282, 0.252, -0.484, -0.574, 0.210, 0.233, 1.100, -0.905, -0.503, -0.211, -0.172, -0.187, -0.208, -0.268, 0.101, -0.064, 0.266, 0.235, 0.217, 0.223, 0.253, 0.259, 0.240, 0.262]}



{"formula": "C5H14N2", "method": "wB97M-V/def2-TZVPD", "largest_force_ev_per_a": 3.7, "total_charge": 0, "e_tot_ev": -8388.4946, "homo_lumo_gap_ev": 8.80, "multiplicity": 1, "homo_energy_ev": -8.109, "elements": ["C", "N", "C", "C", "C", "N", "C", "H", "H", "H", "H", "H", "H", "H", "H", "H", "H", "H", "H", "H", "H"], "coordinates": [[-2.9270, -1.4528, -1.8857], [-1.4080, 0.9932, 0.5736], [-0.1783, 0.5433, 0.9173], [0.9571, 1.4945, 0.6678], [2.3450, 0.8557, 0.4161], [2.4831, 0.3395, -0.9396], [0.0283, -0.7194, 1.6773], [-2.9984, -1.5860, -2.9597], [-3.8307, -1.6512, -1.3004], [-2.2010, -2.2164, -1.5885], [-2.7273, -0.4552, -1.4927], [-1.0649, 0.0951, -0.0687], [0.9591, 2.2007, 1.5145], [0.7439, 2.1575, -0.1706], [2.6335, 0.0457, 1.0917], [3.0573, 1.6477, 0.6673], [2.4770, 1.0887, -1.6224], [1.6414, -0.1811, -1.1734], [-0.8042, -0.7614, 2.3883], [-0.1035, -1.5726, 1.0032], [0.9177, -0.8655, 2.2849]], "forces_ev_per_a": [[-0.1, -0.5, 1.1], [2.8, -2.4, -0.7], [-1.3, 3.4, 0.0], [1.1, -0.2, 0.6], [-0.2, 0.6, 0.5], [-0.1, 0.1, -0.3], [-0.8, -1.1, 0.6], [-0.5, 0.6, 0.0], [-0.3, -0.5, -0.7], [0.2, 0.4, 0.4], [0.7, 0.0, -0.7], [-2.0, 0.3, 0.1], [0.2, -0.4, 0.2], [-0.3, -0.3, -0.1], [-0.5, 0.0, 0.1], [0.3, -0.2, -0.6], [0.2, 0.2, 0.1], [0.2, -0.2, 0.1], [0.0, -0.1, -0.2], [0.2, -0.1, 0.2], [0.4, 0.4, -0.5]], "nbo_charge": [-0.872, -0.697, 0.318, -0.515, -0.228, -0.819, -0.727, 0.218, 0.221, 0.204, 0.229, 0.372, 0.245, 0.237, 0.191, 0.200, 0.353, 0.341, 0.254, 0.242, 0.234]}



{"formula": "C3H3CuO3", "method": "wB97M-V/def2-TZVPD", "largest_force_ev_per_a": 1.1, "total_charge": -1, "e_tot_ev": -53939.3561, "homo_lumo_gap_ev": [4.07, 8.12], "multiplicity": 2, "homo_energy_ev": [-0.294, -4.365], "elements": ["O", "C", "C", "O", "C", "H", "H", "H", "O", "Cu"], "coordinates": [[-1.1432, 0.9341, -0.2236], [-1.5073, -0.2239, -0.0935], [-0.5564, -1.3206, 0.2856], [0.7043, -0.9003, 0.5378], [3.0243, 2.0698, -1.0329], [-2.5485, -0.5141, -0.3525], [-0.6549, -2.0609, -0.5522], [-1.0690, -1.8388, 1.1389], [2.6638, 2.7060, -0.0414], [1.0872, 1.1488, 0.3339]], "forces_ev_per_a": [[-0.6, -0.4, 0.2], [0.6, 0.5, -0.6], [0.5, 0.4, 0.3], [-0.4, 0.3, 0.0], [-0.5, 0.4, 0.8], [0.0, 0.1, 0.2], [0.0, 0.1, 0.0], [0.1, 0.0, 0.0], [-0.3, -0.9, -0.4], [0.7, -0.6, -0.5]], "mulliken_spin": [-0.007, 0.001, 0.007, -0.016, 0.700, 0.001, -0.003, 0.000, 0.133, 0.184]}